Record 1
34
Properties=species:S:1:pos:R:3 method="wB97M-V/def2-TZVPD" largest_force_ev_per_a=0.652 gap_ev=7.04 energy_ha=-4719.0045 e_homo_ev=-4.496 e_above_lowest_kcal_mol=0.63 charge=-1
Pt 0.666 -0.455 -0.031
Cl 1.808 2.635 -0.914
C 0.688 1.860 -2.006
C 0.165 0.598 -1.705
C -0.641 0.048 -2.711
Cl -1.261 -1.553 -2.499
C -0.966 0.716 -3.890
Cl -1.991 -0.013 -5.074
C -0.458 1.989 -4.123
Cl -0.853 2.839 -5.573
C 0.385 2.558 -3.176
Cl 1.043 4.128 -3.481
S -1.759 -2.388 0.856
C -1.869 -0.802 1.349
N -0.981 0.166 1.079
C -1.289 1.371 1.686
C -0.527 2.533 1.654
C -0.982 3.663 2.311
C -2.187 3.656 3.012
C -2.948 2.498 3.067
C -2.491 1.366 2.410
S -3.203 -0.217 2.333
H 0.410 2.536 1.120
H -0.386 4.567 2.279
H -2.528 4.550 3.518
H -3.881 2.472 3.616
C 4.296 -3.201 2.013
O 4.024 -2.721 0.692
C 2.931 -1.996 0.532
S 2.527 -1.405 -1.005
S 1.829 -1.591 1.752
H 5.224 -3.759 1.933
H 3.487 -3.845 2.355
H 4.410 -2.365 2.702

---

Record 2
54
Properties=species:S:1:pos:R:3 method="wB97M-V/def2-TZVPD" largest_force_ev_per_a=1.368 gap_ev="5.96 / 6.10" spin_multiplicity=5 energy_ha=-5486.5557 e_homo_ev="-2.060 / -3.159" e_above_lowest_kcal_mol=0.00 s2=6.020 charge=-2
Pt 0.571 -0.136 0.198
S 1.939 1.741 4.707
C 1.164 1.226 3.260
S 1.622 -0.098 2.292
S -0.063 2.338 3.182
F -1.900 -4.004 0.106
C -2.188 -3.711 1.392
F -3.371 -3.110 1.425
F -2.232 -4.845 2.099
S -0.862 -2.534 1.968
O -1.586 -1.287 1.772
O 0.248 -2.872 1.114
N -0.447 -2.925 3.440
S -1.462 -2.857 4.686
O -2.845 -2.623 4.379
O -1.115 -3.914 5.583
C -1.002 -1.343 5.587
F -1.761 -1.295 6.693
F 0.277 -1.328 5.943
F -1.290 -0.258 4.863
F 4.728 0.468 -2.046
C 3.914 1.493 -2.320
F 4.676 2.592 -2.557
F 3.275 1.198 -3.466
C 2.905 1.739 -1.162
O 2.342 0.571 -0.842
C 1.785 2.722 -1.667
F 0.951 2.081 -2.482
F 1.096 3.185 -0.610
F 2.236 3.829 -2.348
C 3.652 2.391 0.028
F 4.023 3.677 -0.197
F 2.922 2.394 1.159
F 4.791 1.699 0.248
O 1.643 -2.381 -1.926
C 0.452 -2.226 -2.048
C -0.521 -3.219 -2.685
C -1.850 -2.500 -2.657
C -1.579 -1.308 -1.727
O -2.482 -0.633 -1.237
N -0.236 -1.128 -1.522
H -0.499 -4.121 -2.079
H -0.165 -3.469 -3.684
H -2.691 -3.066 -2.254
H -2.100 -2.090 -3.644
Te -1.579 1.453 0.372
C -1.808 2.442 -1.445
C -1.713 3.813 -1.564
C -1.904 4.259 -2.896
C -2.177 3.219 -3.735
S -2.173 1.727 -2.946
H -1.459 4.460 -0.747
H -1.814 5.294 -3.214
H -2.337 3.269 -4.787

---

Record 3
133
Properties=species:S:1:pos:R:3 method="wB97M-V/def2-TZVPD" largest_force_ev_per_a=9.093 gap_ev=8.98 energy_ha=-3980.0934 e_homo_ev=-9.507
C -2.037 3.059 -4.545
C -0.464 2.881 -4.122
O 0.438 2.752 -5.131
O 0.079 2.795 -2.757
C -0.403 3.881 -1.890
C -0.028 3.553 -0.318
C -1.134 2.635 0.471
P -0.508 2.571 2.314
O 0.703 3.787 2.610
Cl -2.127 3.059 3.657
C -2.705 3.050 0.223
O -3.491 3.964 0.820
O -3.081 2.157 -0.922
C -2.287 0.935 -1.135
C -3.100 -0.514 -1.330
C -1.232 1.015 0.137
O 0.100 0.707 -0.408
C 0.658 -0.536 0.197
C 1.767 -1.095 -0.924
C 2.681 0.253 -1.304
C 2.665 -2.353 -0.377
C 3.440 -2.982 -1.720
C 3.840 -1.955 0.695
H -2.240 2.904 -5.711
H -2.362 4.182 -4.331
H -2.750 2.365 -3.917
H -1.525 4.180 -2.041
H 0.236 4.844 -2.179
H -0.007 4.610 0.235
H 1.068 3.142 -0.298
H 0.256 4.706 2.594
H -1.540 0.875 -2.047
H -3.540 -0.888 -0.312
H -3.906 -0.355 -2.173
H -2.265 -1.263 -1.738
H -1.561 0.321 1.046
H -0.157 -1.342 0.443
H 1.259 -0.283 1.193
H 1.109 -1.430 -1.853
H 2.079 0.838 -2.119
H 3.772 -0.042 -1.607
H 2.752 0.973 -0.355
H 2.012 -3.223 0.106
H 3.838 -4.069 -1.545
H 2.636 -2.912 -2.588
H 4.297 -2.195 -1.961
H 4.518 -1.038 0.354
H 3.417 -1.731 1.770
H 4.589 -2.870 0.790
O -1.004 -1.577 -3.347
H -0.978 -1.923 -4.251
H -0.833 -0.629 -3.454
O -4.664 2.031 6.025
H -4.098 2.409 5.335
H -4.279 1.157 6.191
O 6.588 0.160 0.727
H 7.361 0.089 1.307
H 6.428 1.114 0.667
O 5.123 -5.266 -0.377
H 5.894 -4.734 -0.626
H 5.297 -6.131 -0.777
O -1.278 -0.836 -5.807
H -1.252 -1.183 -6.711
H -1.108 0.111 -5.914
O -4.161 -0.460 -4.555
H -4.422 -0.237 -5.461
H -3.199 -0.566 -4.607
O 3.947 -7.563 -0.636
H 3.688 -6.897 0.017
H 3.284 -8.263 -0.532
O -3.341 7.050 0.076
H -3.406 6.868 -0.874
H -3.345 6.171 0.483
O 3.834 -10.172 -1.584
H 4.289 -9.349 -1.818
H 4.540 -10.834 -1.570
O 2.303 -12.852 -1.255
H 2.666 -11.958 -1.166
H 1.501 -12.834 -0.713
O 3.700 -7.370 2.603
H 4.155 -6.547 2.368
H 4.406 -8.033 2.617
O 0.074 4.576 5.516
H 0.100 4.230 4.612
H 0.245 5.524 5.409
O -2.473 -3.247 -0.578
H -2.399 -3.563 -1.492
H -2.627 -4.054 -0.064
O -6.111 -1.269 -2.493
H -5.545 -0.890 -3.183
H -5.726 -2.142 -2.328
O 1.889 5.501 -3.724
H 1.751 4.754 -4.325
H 1.738 6.280 -4.280
O 5.497 0.710 3.266
H 5.238 1.377 3.920
H 4.835 0.011 3.370
O -6.206 0.501 8.654
H -5.493 -0.076 8.965
H -5.770 1.093 8.022
O -7.201 0.721 5.701
H -7.541 1.162 4.908
H -6.337 1.135 5.845
O -7.825 3.455 9.376
H -7.054 3.987 9.127
H -7.651 2.589 8.976
O 7.403 -1.053 -1.942
H 7.144 -0.386 -1.288
H 6.740 -1.752 -1.838
O 4.519 -2.520 -4.315
H 4.545 -2.867 -5.220
H 4.690 -1.572 -4.423
O 6.180 3.288 2.170
H 5.921 3.955 2.824
H 5.517 2.589 2.274
O -3.713 1.888 8.965
H -2.940 1.817 9.545
H -3.873 2.842 8.905
O -4.952 9.412 1.641
H -4.419 8.695 1.266
H -5.603 8.956 2.194
O 0.325 6.592 2.305
H -0.016 7.033 1.512
H 1.189 7.005 2.450
O -7.424 0.864 2.662
H -7.563 0.117 2.060
H -7.575 1.643 2.106
O 3.824 -8.178 -4.001
H 3.428 -7.587 -4.659
H 3.088 -8.743 -3.721
O 0.048 -0.052 -7.857
H 0.821 -0.123 -7.277
H -0.112 0.902 -7.917